C3H2S3 in the gas phase in a non-equilibrium geometry. Source: OMol25; level of theory: ωB97M-V with the def2-TZVPD basis set.

Each line ends with the natural charge from an NBO analysis.
Element x y z (Å)
C: 1.215 0.558 0.179  -0.277
C: 0.142 0.050 -0.621  -0.314
S: -0.038 -0.163 -2.221  0.151
S: 0.901 0.472 1.976  0.115
H: 2.129 1.156 -0.557  0.275
S: -1.213 -1.401 1.354  0.204
H: -2.077 -0.217 -0.243  0.242
C: -1.059 -0.454 0.134  -0.395

Properties
structure (SMILES)	S=CC(=S)C=S
orbital gap	5.30	eV
relative energy (zero: lowest compared OMol25 entry of this formula, charge and spin)	4.177	eV
E_HOMO	-8.1774	eV
calculated total energy	-35644.4787	eV
maximum force	5.48	eV/A

---

A molecular structure, C11H10ClNSYb in a non-equilibrium geometry. Source: OMol25; level of theory: ωB97M-V with the def2-TZVPD basis set.

Each line ends with the natural charge from an NBO analysis.
Element x y z (Å)
C: -0.876 2.665 1.931  -0.344
H: -0.466 2.325 -1.367  0.259
C: 0.354 1.955 1.849  -0.399
H: 1.501 1.112 0.085  0.287
C: 2.120 -3.169 -0.908  -0.379
H: -2.068 3.648 0.310  0.249
H: 2.639 -0.983 -3.404  0.175
H: 2.369 -3.731 -0.014  0.176
C: 0.628 1.664 0.482  -0.439
H: 1.010 1.803 2.704  0.249
C: 2.920 -2.150 -1.508  -0.383
C: 1.058 -2.472 -2.837  -0.364
C: -1.314 2.919 0.599  -0.343
S: -5.030 1.961 4.105  -0.202
Cl: -2.160 -1.525 -0.421  -0.582
H: 3.880 -1.796 -1.147  0.175
H: -1.354 3.021 2.859  0.256
C: -0.408 2.271 -0.286  -0.401
C: 2.263 -1.719 -2.701  -0.375
C: 0.967 -3.364 -1.727  -0.361
Yb: -1.333 0.340 0.928  2.006
N: -3.231 0.569 2.479  -0.795
C: -3.999 1.147 3.205  0.175
H: 0.176 -4.085 -1.556  0.182
H: 0.355 -2.408 -3.660  0.179

Properties
2S+1	2
orbital gap (spin up / spin down)	4.29 / 3.82	eV
relative energy (zero: lowest compared OMol25 entry of this formula, charge and spin)	0.000	eV
E_HOMO (spin up / spin down)	-2.7982 / -2.7977	eV
calculated total energy	-67948.3924	eV
maximum force	3.34	eV/A
<S²>	0.75
net charge	-1

---

C5H7Cl2NO6S in the gas phase in a non-equilibrium geometry. Source: OMol25; level of theory: ωB97M-V with the def2-TZVPD basis set.

Each line ends with the natural charge from an NBO analysis.
Element x y z (Å)
O: -0.624 -1.246 1.356  -0.684
H: 1.633 3.118 2.183  0.506
S: -0.404 -2.778 -0.639  0.337
H: 1.369 2.166 -0.117  0.201
O: 1.495 2.169 2.053  -0.687
C: -0.391 0.150 1.121  -0.025
O: -2.529 0.416 -1.786  -0.536
O: 1.183 -0.212 -0.693  -0.708
O: -2.032 -1.967 -2.576  -0.571
C: 1.688 1.687 0.783  0.145
C: 1.088 0.249 0.660  0.049
H: -2.885 -0.322 -2.456  0.491
H: -0.546 0.679 1.967  0.214
N: -1.648 -0.291 -1.028  -0.238
H: 1.724 -0.427 1.206  0.184
Cl: 3.536 1.532 0.432  -0.159
C: -1.318 0.675 0.075  0.673
C: -1.463 -1.714 -1.563  0.491
Cl: -0.359 -4.452 -1.780  -0.137
H: 1.991 0.319 -0.921  0.482
H: 0.200 -1.548 1.753  0.481
O: -1.710 1.799 -0.027  -0.508

Properties
structure (SMILES)	O=C(SCl)N(O)C(=O)[C@@H](O)[C@@H](O)[C@@H](O)Cl
orbital gap	9.05	eV
relative energy (zero: lowest compared OMol25 entry of this formula, charge and spin)	0.000	eV
E_HOMO	-8.9060	eV
calculated total energy	-54950.2787	eV
maximum force	4.47	eV/A

---

2 unconnected molecules or ions with the total composition C15H20N2O in a non-equilibrium geometry. Source: OMol25; level of theory: ωB97M-V with the def2-TZVPD basis set.

Each line ends with the natural charge from an NBO analysis.
Element x y z (Å)
H: -3.521 0.091 -1.266  0.234
H: -1.794 -0.469 -1.836  0.243
C: 2.134 -0.877 0.512  -0.212
H: 2.010 2.403 -0.686  0.259
C: -3.783 1.994 1.249  -0.596
N: 0.585 -2.752 1.241  -0.328
C: -0.497 1.600 -0.592  0.748
H: 5.471 -0.123 0.170  0.225
C: 1.602 0.569 -0.060  0.259
H: 4.080 -1.867 0.727  0.205
C: 3.576 -1.050 0.303  -0.073
H: -2.048 0.834 1.846  0.032
H: -2.108 -4.006 -1.480  0.220
C: -2.069 1.245 -0.170  -0.296
C: 3.922 0.991 -0.550  -0.089
H: -2.477 2.209 -0.790  0.218
H: -1.811 2.692 1.379  0.275
C: 4.453 0.063 0.056  -0.309
C: -2.377 1.862 0.874  -0.349
H: -4.070 2.357 2.264  0.234
N: 0.317 0.451 -0.114  -0.644
H: -0.236 -0.213 0.243  0.408
C: 2.429 1.471 -0.589  -0.319
H: -1.399 -2.234 -2.058  0.152
C: 1.383 -2.039 0.868  0.259
H: 4.513 1.960 -0.850  0.204
H: -3.393 -0.854 0.858  0.206
H: -3.385 -3.221 0.181  0.202
H: -4.230 2.789 0.761  0.200
O: -0.062 2.658 -0.936  -0.563
H: -3.829 -2.397 -1.301  0.188
C: -2.472 -1.045 0.102  -0.396
H: -4.450 0.932 0.945  0.188
C: -2.838 -2.458 -0.577  -0.360
H: -1.754 -1.334 0.584  0.176
H: -0.970 -3.264 -0.774  0.201
C: -1.759 -3.080 -1.215  -0.578
C: -2.427 -0.017 -0.898  -0.424

Properties
orbital gap	8.62	eV
relative energy (zero: lowest compared OMol25 entry of this formula, charge and spin)	14.236	eV
E_HOMO	-8.6790	eV
calculated total energy	-20894.5467	eV
maximum force	17.99	eV/A

---

2 unconnected molecules or ions with the total composition C5H10O. Source: OMol25; level of theory: ωB97M-V with the def2-TZVPD basis set.

Each line ends with the natural charge from an NBO analysis.
Element x y z (Å)
H: 1.418 -0.181 2.531  0.218
C: -1.589 1.087 -1.981  0.247
C: 1.409 -1.293 -0.197  -0.621
H: 2.044 -1.934 0.417  0.212
H: -2.462 0.586 -1.527  0.121
H: 0.047 0.908 2.203  0.223
H: -0.958 1.003 0.275  0.159
H: 0.888 -1.864 -0.970  0.235
H: -1.177 0.557 -2.861  0.121
H: 2.036 -0.559 -0.714  0.226
C: 0.422 -0.434 0.552  -0.214
O: -1.204 2.196 -1.649  -0.609
H: -0.627 -1.017 0.709  0.311
H: 1.564 1.130 1.335  0.229
C: -0.612 0.096 -0.242  -0.223
C: 0.890 0.374 1.751  -0.636

Properties
orbital gap	9.15	eV
relative energy (zero: lowest compared OMol25 entry of this formula, charge and spin)	5.179	eV
E_HOMO	-8.6623	eV
calculated total energy	-7389.5859	eV
maximum force	0.79	eV/A

---

C5H8O in the gas phase in a non-equilibrium geometry. Source: OMol25; level of theory: ωB97M-V with the def2-TZVPD basis set.

Each line ends with the natural charge from an NBO analysis.
Element x y z (Å)
H: -1.344 1.176 0.798  0.207
C: -1.670 0.311 0.214  -0.622
H: 0.672 1.497 0.725  0.208
H: -2.248 -0.333 0.892  0.220
C: 1.264 0.731 0.217  -0.463
C: 0.752 0.021 -0.988  0.108
C: -0.513 -0.505 -0.343  -0.250
H: 0.659 -1.036 1.604  0.173
H: 2.333 0.971 0.184  0.224
H: -0.853 -1.386 -0.897  0.222
H: 1.091 0.042 -2.005  0.208
C: 0.731 -0.740 0.566  0.119
O: 1.480 -1.411 -0.403  -0.571
H: -2.354 0.662 -0.563  0.217

Properties
orbital gap	10.32	eV
relative energy (zero: lowest compared OMol25 entry of this formula, charge and spin)	3.900	eV
E_HOMO	-9.2795	eV
calculated total energy	-7358.3557	eV
maximum force	1.96	eV/A

---

A gas-phase ion, C5H4N (charge +1) in a non-equilibrium geometry. Source: OMol25; level of theory: ωB97M-V with the def2-TZVPD basis set.

Each line ends with the natural charge from an NBO analysis.
Element x y z (Å)
C: -1.173 0.733 -0.527  0.400
H: -0.118 -1.879 0.765  0.294
H: 1.498 0.132 -1.061  0.231
H: 1.439 1.547 0.087  0.261
C: -1.873 -0.724 0.065  0.269
C: 1.283 0.474 -0.109  -0.446
C: -0.668 -1.002 0.469  -0.076
H: 2.075 0.020 0.511  0.277
C: -2.405 0.476 -0.286  0.090
N: -0.058 0.223 0.086  -0.301

Properties
structure (SMILES)	C[N+]1=CC2=C=C21
orbital gap (spin up / spin down)	7.63 / 7.63	eV
relative energy (zero: lowest compared OMol25 entry of this formula, charge and spin)	5.156	eV
E_HOMO (spin up / spin down)	-15.7795 / -15.7798	eV
calculated total energy	-6723.1842	eV
maximum force	4.61	eV/A
net charge	+1

---

C3H3N5 in the gas phase in a non-equilibrium geometry. Source: OMol25; level of theory: ωB97M-V with the def2-TZVPD basis set.

Each line ends with the natural charge from an NBO analysis.
Element x y z (Å)
N: 0.061 1.419 -0.419  -0.114
H: 2.738 -0.283 0.585  0.233
C: 1.603 -0.219 0.403  -0.058
N: -1.634 -0.454 1.154  -0.603
C: -0.993 -0.384 -0.011  0.425
N: -1.003 0.856 -0.891  -0.088
N: 1.065 -1.225 -0.283  -0.149
C: 1.040 1.003 0.547  -0.057
H: -2.179 0.455 1.002  0.345
N: -0.213 -1.219 -0.717  -0.151
H: 1.599 1.780 0.872  0.217

Properties
structure (SMILES)	N=c1nnccnn1
orbital gap	8.64	eV
relative energy (zero: lowest compared OMol25 entry of this formula, charge and spin)	4.851	eV
E_HOMO	-10.2376	eV
calculated total energy	-10604.0162	eV
maximum force	5.27	eV/A

---

> Which of these has the highest maximum force?

C15H20N2O

---

> Number 7 is which compound?

C5H4N

---

> Which of these has the highest maximum force?

C15H20N2O

---

> Look up the relative energy (zero: lowest compared OMol25 entry of this formula, charge and spin) of the first one.

4.177 eV